A) ORCA calculation (wB97M-V/def2-TZVPD) on 2 unconnected molecules or ions with the total composition C4H12N2O2.

```
! RIJCOSX wB97M-V def2-TZVPD def2/J DEFGRID3
* xyz 0 1
C -0.7934 0.7779 1.0388
N -0.9211 0.4199 -0.3723
C -1.5242 1.4596 -1.1848
C 0.3157 -0.0625 -0.9135
C 0.7165 -1.4055 -0.3934
N -0.1781 -2.4105 -0.3842
O 1.8499 -1.6016 0.0545
H -0.6551 -0.1176 1.6232
H -0.0461 1.5510 1.2240
H -1.7640 1.1649 1.3657
H -2.2972 1.9796 -0.6341
H -1.9786 0.9907 -2.0600
H -0.8269 2.2387 -1.5303
H 1.1977 0.5860 -0.8829
H 0.2012 -0.1480 -2.0063
H 0.0524 -3.2799 0.0548
H -1.1560 -2.2181 -0.5299
O 2.3518 0.1843 2.0912
H 3.2991 0.3577 2.0567
H 2.1563 -0.4665 1.3828
*
```

HOMO level, eV: -9.0116
LUMO, eV: 0.84


B) ORCA calculation (wB97M-V/def2-TZVPD) on a molecular structure, C4H12N2O2.

```
! RIJCOSX wB97M-V def2-TZVPD def2/J DEFGRID3
* xyz 0 1
C 1.1596 0.6948 -0.2192
C 1.0574 -2.4147 0.8060
C 1.1064 0.0789 -1.5776
O 0.9760 -1.1934 1.4796
H 1.9178 0.2993 0.4407
H 1.2178 1.7757 -0.1852
H 1.9806 -2.4757 0.2090
H 1.0688 -3.2464 1.5253
H 0.2056 -2.5813 0.1312
H 0.7891 -0.9621 -1.5195
H 0.4179 0.6036 -2.2363
H 2.1125 0.1007 -2.0106
N -2.7790 1.8584 0.4270
C -1.5168 1.7362 -0.0901
O -1.1526 -0.1165 1.1131
N -0.6936 0.8167 0.2756
H -0.1154 -0.7710 1.4361
H -3.4868 2.2872 -0.1440
H -3.0708 1.0602 0.9751
H -1.1947 2.4492 -0.8364
*
```

HOMO level, eV: -8.3227
LUMO, eV: 0.67


Tell me which of them is the least stable. Sure, it is B).